# 1
DFT (wB97M-V/def2-TZVPD) results for a molecular structure, C30H32AsN2PRhSSe3Te at a distorted geometry.

Properties
- E_LUMO (spin up / spin down): -4.87 / -4.14 eV
- Gap between HOMO and LUMO (spin up / spin down): 4.44 / 5.62 eV
- Net charge: +1
- Electronic energy: -11829.914341 Eh

The geometry in XYZ format:
```
72
Properties=species:S:1:pos:R:3:lowdin_charge:R:1
Rh 0.79481 -0.50371 0.74797 -0.07
Se -1.10932 -0.33822 -0.56704 0.14
Se -1.33818 -2.69146 -0.77371 -0.14
Te -0.76327 -3.74953 1.33616 0.41
Se -0.10238 -1.74195 2.60028 -0.01
S 0.63790 1.72414 1.78498 0.62
C -1.05215 1.77554 2.20431 -0.81
N -1.87029 2.52529 1.48080 0.02
C -3.29302 2.66549 1.78804 -0.14
C -3.77909 1.36254 2.40496 -0.15
C -2.92900 1.05557 3.62586 -0.14
N -1.51242 1.13117 3.26054 0.02
H -1.47439 2.97386 0.67222 0.13
H -3.82590 2.88788 0.86655 0.13
H -3.43915 3.49418 2.48444 0.13
H -3.67058 0.55977 1.67342 0.11
H -4.82576 1.44477 2.69043 0.13
H -3.13148 0.05102 3.99379 0.13
H -3.13614 1.76432 4.42983 0.13
H -0.84993 0.58722 3.78528 0.07
C 4.05112 0.35617 -1.02936 -0.35
C 4.80518 -0.39280 -2.12234 -0.42
As 6.69702 0.16612 -2.34880 1.31
C 7.36119 -0.12562 -0.54048 -0.42
C 8.53726 0.51742 -0.15571 -0.14
C 9.10500 0.27290 1.08612 -0.08
C 8.51422 -0.63599 1.95419 -0.08
C 7.36367 -1.30722 1.56768 -0.08
C 6.79608 -1.06004 0.32413 -0.12
C 6.28820 2.08083 -2.32324 -0.43
C 5.70375 2.58294 -3.48634 -0.14
C 5.32390 3.91490 -3.57014 -0.09
C 5.54592 4.76608 -2.49482 -0.09
C 6.14421 4.27905 -1.34167 -0.08
C 6.51247 2.94103 -1.25356 -0.11
P 2.29769 -0.22498 -0.98164 0.95
C 1.71292 0.21165 -2.63393 -0.40
C 1.11218 -0.64569 -3.54873 -0.09
C 0.68372 -0.15186 -4.77289 -0.06
C 0.81901 1.19467 -5.07392 -0.07
C 1.37199 2.06358 -4.14188 -0.06
C 1.81378 1.57538 -2.92249 -0.10
C 2.58397 -1.99330 -0.60776 -0.38
C 2.42261 -3.13633 -1.39404 -0.09
C 2.67446 -4.38436 -0.85439 -0.06
C 3.09055 -4.51808 0.46706 -0.07
C 3.26949 -3.39598 1.25826 -0.08
C 3.00250 -2.14018 0.72778 -0.19
H 4.06017 1.42788 -1.22716 0.07
H 4.49951 0.19506 -0.04889 0.07
H 4.34166 -0.22350 -3.09497 0.06
H 4.80608 -1.46936 -1.94849 0.05
H 9.01789 1.20826 -0.83965 0.10
H 10.01685 0.78074 1.37302 0.11
H 8.95879 -0.83264 2.92103 0.11
H 6.91187 -2.03459 2.23126 0.10
H 5.91579 -1.61884 0.02334 0.08
H 5.55059 1.92140 -4.33337 0.10
H 4.86978 4.29072 -4.47868 0.10
H 5.26250 5.80865 -2.56260 0.10
H 6.32705 4.94482 -0.50750 0.11
H 6.97002 2.57219 -0.34448 0.09
H 0.95796 -1.68864 -3.31122 0.08
H 0.23041 -0.82102 -5.49269 0.11
H 0.48130 1.57427 -6.02940 0.11
H 1.44860 3.12166 -4.35676 0.11
H 2.22516 2.25856 -2.18740 0.11
H 2.13053 -3.05729 -2.43114 0.10
H 2.54525 -5.26807 -1.46605 0.12
H 3.29803 -5.50078 0.87118 0.12
H 3.61073 -3.48484 2.28108 0.12
H 3.19813 -1.25620 1.33351 0.10
```


# 2
DFT (wB97M-V/def2-TZVPD) results for 11 unconnected molecules or ions with the total composition C5H34N2O10 at a distorted geometry.

Properties
- Energy relative to the best compared isomer or geometry (same formula, charge and spin): 3.701 eV
- E_LUMO: 0.35 eV
- Gap between HOMO and LUMO: 9.66 eV
- Net charge: 0
- Electronic energy: -1072.734263 Eh

The geometry in XYZ format:
```
51
Properties=species:S:1:pos:R:3:lowdin_charge:R:1
C 0.68360 -0.73049 -0.62279 -0.13
N -0.46586 -0.99216 0.21462 -0.10
C 0.80995 -2.54641 2.61690 -0.07
C 0.89012 -1.01304 2.35216 -0.23
C -0.34005 -0.46967 1.59756 -0.29
C -0.18710 1.15248 1.54559 -0.17
N -1.13685 1.91680 0.65549 0.01
H 1.29321 -1.66258 -0.77802 0.11
H 0.51222 -0.33811 -1.62089 0.05
H 1.44006 -0.11663 -0.03894 0.07
H -0.72819 -1.96115 0.21990 0.10
H -0.26597 -2.77447 2.79603 0.08
H 1.13060 -3.04379 1.69863 0.07
H 1.35135 -2.86288 3.47133 0.05
H 1.81809 -0.85255 1.80260 0.07
H 0.96272 -0.37210 3.24895 0.12
H -1.21806 -0.80202 2.21959 0.15
H 0.83222 1.37671 1.23668 0.05
H -0.19669 1.51616 2.57323 0.11
H -1.35524 1.35442 -0.15754 0.04
H -2.07409 2.12960 0.97804 0.05
H 1.86286 3.89949 0.20208 0.00
H 0.99397 3.71421 1.34287 0.02
O 1.84073 4.15800 1.13664 -0.08
H -0.68107 -1.67119 -2.05148 0.03
H -0.28658 -0.81120 -3.30911 0.10
O -0.88441 -1.57052 -3.02988 -0.11
H 1.90769 2.09840 -2.64252 0.03
H 1.52640 1.54782 -1.36127 -0.02
O 2.11971 1.34788 -2.08136 -0.07
H 0.03752 3.04532 -0.74325 0.03
H 0.65977 4.20931 -1.65368 0.08
O 0.80619 3.35692 -1.24828 -0.07
H -2.55429 -0.45018 -2.67248 0.00
H -3.64555 0.29397 -1.86809 0.02
O -2.79834 0.40844 -2.30335 -0.07
H -3.22964 -2.34671 -0.33214 0.08
H -2.19882 -1.17669 -0.32022 0.00
O -3.11890 -1.39669 -0.53552 -0.10
H 3.34991 0.44849 2.02212 0.06
H 3.43839 1.89172 1.82924 0.06
O 2.91166 1.15030 1.51415 -0.06
H -1.54256 -3.42161 -2.73445 0.03
H -2.67407 -2.80199 -1.82291 0.00
O -2.03609 -3.51979 -1.91098 -0.07
H 4.13584 -1.83819 -1.34076 0.05
H 3.42795 -0.62492 -0.54055 0.01
O 3.72330 -1.54045 -0.52554 -0.06
H -3.08947 0.27127 0.11741 -0.02
H -4.16965 1.51837 0.20842 0.05
O -3.58847 0.90208 0.64574 -0.07
```


# 3
DFT (wB97M-V/def2-TZVPD) results for 2 unconnected molecules or ions with the total composition C2H4P2 at a distorted geometry.

Properties
- Energy relative to the best compared isomer or geometry (same formula, charge and spin): 5.384 eV
- E_LUMO: -2.24 eV
- Gap between HOMO and LUMO: 7.08 eV
- Net charge: 0
- Electronic energy: -761.057028 Eh

The geometry in XYZ format:
```
8
Properties=species:S:1:pos:R:3:lowdin_charge:R:1
C -2.64799 0.16132 0.03875 -0.14
C -1.46102 0.12771 0.27372 -0.22
P 1.48234 -0.82452 -0.04126 0.34
P 1.10421 1.21256 -0.10240 0.52
H -3.52004 -0.36064 0.18442 -0.04
H 2.72143 -0.61115 -0.56766 -0.19
H 0.59192 -1.12104 -1.07522 -0.15
H 1.72914 1.41576 1.28965 -0.12
```


# 4
DFT (wB97M-V/def2-TZVPD) results for 40 unconnected molecules or ions with the total composition H80O40 at a distorted geometry.

Properties
- Energy relative to the best compared isomer or geometry (same formula, charge and spin): 2.005 eV
- E_LUMO (spin up / spin down): 1.43 / 1.40 eV
- Gap between HOMO and LUMO (spin up / spin down): 2.29 / 9.92 eV
- 2S+1: 2
- <S²>: 0.751
- Net charge: -1
- Electronic energy: -3057.478892 Eh

The geometry in XYZ format:
```
120
Properties=species:S:1:pos:R:3:lowdin_charge:R:1
H 3.85312 2.31067 -0.29679 0.02
H 3.92749 1.23618 -1.32694 0.03
O 3.94191 1.33423 -0.36449 -0.08
H -2.79483 2.20669 -5.32945 0.02
H -2.40712 0.94250 -6.15784 0.02
O -2.26649 1.40337 -5.32790 -0.08
H -3.05437 -2.31941 4.92609 0.01
H -4.00015 -2.22855 3.68614 0.02
O -3.55440 -2.82511 4.28699 -0.06
H 1.43256 1.40391 6.03076 0.01
H 1.73360 0.29473 5.05521 0.00
O 2.02938 0.65640 5.90563 -0.06
H -0.11072 2.39472 -0.55430 0.01
H 0.82908 3.56387 0.24936 0.02
O 0.09782 3.30477 -0.31628 -0.08
H -2.92426 -5.60459 -2.68200 0.02
O -3.16568 -5.73290 -1.75284 -0.10
H 2.20807 -2.59493 -5.60163 0.00
O 2.59545 -1.88113 -6.13987 -0.09
H -2.66898 -5.09647 3.08993 0.02
H -2.65543 -5.84557 1.64504 0.04
O -2.31358 -5.13845 2.20099 -0.06
H -3.52869 3.87115 4.12723 0.04
H -3.05640 2.90316 5.12321 0.03
O -3.60811 2.92410 4.33122 -0.06
H 0.87561 1.15346 -6.07131 0.02
H 0.35097 2.21990 -4.95465 0.01
O 1.05949 1.92755 -5.52965 -0.07
H 3.56790 -4.45924 0.51923 0.00
H 5.01840 -3.66852 0.83357 0.03
O 4.50916 -4.45931 0.68600 -0.06
H -5.64925 2.00974 -3.08204 0.03
O -4.69669 1.92636 -3.00342 -0.06
H 1.16566 3.07669 4.84814 0.03
H -0.34790 3.59365 4.67947 -0.01
O 0.34789 3.33161 5.27893 -0.05
H 1.25363 -3.54723 -0.53872 0.02
H 0.66529 -3.80704 -1.91049 0.01
O 0.42381 -3.76649 -0.97532 -0.08
H -3.76592 -1.46437 -3.73669 0.04
H -2.45889 -1.17887 -3.16251 0.01
O -3.36259 -0.82118 -3.13822 -0.09
H 0.38027 -1.82717 -4.61727 0.01
H 0.68173 -2.79538 -3.68025 0.00
O 0.46243 -2.80534 -4.63457 -0.11
H 1.77759 -1.21272 3.06895 0.00
H 3.22794 -0.76062 2.56829 0.06
O 2.54438 -0.64427 3.23114 -0.05
H -0.70845 -0.99337 -0.48823 0.02
H 0.20323 -0.53512 -1.62531 0.01
O -0.57901 -1.07669 -1.44655 -0.06
H -1.33185 4.86621 2.39321 0.07
O -1.21317 3.98543 2.76438 -0.04
H -1.65142 0.82829 -1.05398 0.02
H -1.77516 1.66187 -2.20188 0.05
O -1.99550 1.71844 -1.25505 -0.06
H -2.74221 -0.05259 2.23534 0.01
O -2.18133 -0.65611 1.76121 -0.02
H -0.66371 0.80655 4.88360 0.04
H -0.76531 -0.09270 3.73767 -0.01
O -0.20283 0.62137 4.05347 -0.05
H 3.47724 3.76273 -2.06545 0.03
H 3.90535 4.36504 -0.67002 0.04
O 4.16227 3.78525 -1.38549 -0.06
H -5.11550 1.08031 -0.07418 0.02
H -4.60884 -0.27813 0.55709 -0.01
O -4.62437 0.68293 0.64264 -0.07
H 2.29975 -5.14323 -1.87466 0.05
H 3.22173 -4.17866 -2.58817 0.04
O 2.29766 -4.46773 -2.56322 -0.06
H -1.11516 -3.74849 0.07645 0.04
H -1.60049 -3.17149 -1.16498 0.01
O -1.99064 -3.59615 -0.38648 -0.11
H -3.11611 0.33128 5.15840 0.07
H -2.59312 0.04290 3.70578 0.01
O -2.73591 -0.33046 4.57528 -0.04
H 1.88106 6.20299 1.71072 0.04
H 0.79432 5.57715 2.57555 0.00
O 1.12787 6.42957 2.27570 -0.06
H 0.55260 2.86351 2.09596 0.02
H 1.79892 2.05216 2.17791 0.03
O 1.51664 2.96175 2.01065 -0.05
H 1.83282 0.94604 -2.54175 0.02
H 0.77108 2.26041 -2.67487 0.05
O 1.27945 1.64209 -2.14296 -0.08
H 1.64244 5.84672 -1.95088 0.04
H 0.99864 4.47802 -1.38376 0.01
O 1.71758 4.89544 -1.89770 -0.07
H 2.59279 1.20331 -4.21390 0.01
O 2.96991 0.35839 -3.96282 -0.07
H 3.43725 0.57416 4.41824 -0.03
H 4.83409 1.13352 5.00083 0.03
O 4.24712 1.06822 4.23835 -0.09
H -1.80817 3.34485 2.36429 0.06
H -2.38957 -5.25324 -1.38934 0.00
H -2.62338 -1.24957 1.13875 0.05
H 1.83839 -1.29168 -6.22277 -0.01
H -4.45640 1.14923 -2.48675 -0.01
H 3.69198 -0.15850 -4.31569 0.03
O 1.89018 -4.20205 3.11134 -0.07
H 1.17539 -3.65879 2.73672 -0.01
H 1.95746 -4.19063 4.06200 0.03
O 4.85554 -2.46065 -3.52340 -0.07
H 4.34804 -1.93470 -2.87656 0.02
H 4.05070 -2.63593 -4.04777 0.02
O 0.18162 -1.97392 2.63306 -0.06
H 0.43319 -1.80372 1.70885 0.05
H -0.74754 -2.23138 2.49770 0.06
O 2.90476 -1.63076 -0.64449 -0.06
H 2.34683 -1.80929 0.12026 0.01
H 3.75145 -1.27156 -0.36687 0.04
O -4.95064 -1.50392 -0.95138 -0.06
H -5.46889 -1.39277 -1.75140 0.04
H -4.96086 -2.46161 -0.81707 0.06
O -3.17873 4.49684 -1.23023 -0.07
H -2.66685 3.68482 -1.14742 -0.02
H -3.93338 4.28594 -1.78311 0.01
O 1.39750 0.36603 0.26129 -0.08
H 1.52398 0.59261 -0.67215 -0.02
H 2.01549 0.97866 0.66991 0.01
```